(1)
Below is one molecule with the formula C15H33NO7P2, with properties calculated with the ωB97M-V functional and the def2-TZVPD basis.

Each line ends with the Mulliken charge.
Cartesian coordinates (Å):
C (-0.54353, -2.52411, -3.48890)  -0.614
O (-0.11863, -3.61953, -2.71227)  -0.416
C (0.21548, -3.29463, -1.37423)  0.334
C (-0.66657, -4.05448, -0.39806)  -0.839
C (-0.29341, -3.74445, 1.06021)  0.461
C (-1.48616, -3.48145, 2.00106)  -1.312
C (-1.67905, -1.99476, 2.30730)  -0.072
C (-2.34570, -1.29198, 1.13452)  -0.345
O (-2.37967, 0.11542, 1.27906)  -0.478
C (-1.50958, 0.87012, 0.43942)  2.195
C (-1.89707, 0.66685, -1.04842)  -1.782
C (-1.76179, 2.31617, 0.90296)  -1.916
O (-0.65399, 3.17778, 0.68843)  -0.260
C (-0.56458, 3.64769, -0.63852)  -0.270
P (0.73041, 4.99997, -0.69118)  -0.313
P (2.04233, 3.91516, -2.03568)  0.869
O (2.15397, 2.45024, -1.88819)  -0.560
O (1.45578, 4.39343, -3.44879)  -0.483
O (3.45941, 4.66354, -1.91037)  -0.519
C (-0.03407, 0.48767, 0.61453)  0.324
C (0.56747, 0.70944, 1.99671)  -0.191
O (-0.09467, 0.98551, 2.95893)  -0.530
N (1.99084, 0.62993, 2.10755)  0.033
C (2.59155, 1.96039, 2.01421)  -0.902
C (2.65388, -0.33772, 1.23165)  -0.494
H (-1.55239, -2.19385, -3.21217)  0.237
H (-0.55290, -2.84535, -4.52848)  0.310
H (0.14123, -1.67358, -3.39278)  0.246
H (1.26903, -3.54594, -1.20665)  0.354
H (0.11152, -2.21360, -1.20917)  -0.396
H (-0.57872, -5.11955, -0.62005)  0.410
H (-1.70973, -3.78929, -0.59288)  0.283
H (0.30578, -4.56225, 1.46384)  0.570
H (0.36427, -2.86647, 1.07849)  -0.540
H (-1.35558, -4.02634, 2.93601)  0.385
H (-2.39705, -3.86012, 1.52572)  0.453
H (-2.28119, -1.85746, 3.20712)  0.377
H (-0.71016, -1.53598, 2.51771)  -0.066
H (-3.38100, -1.63978, 1.05779)  0.496
H (-1.85150, -1.58021, 0.19832)  -0.062
H (-2.18025, 1.60547, -1.52361)  0.472
H (-1.08630, 0.22468, -1.63078)  0.287
H (-2.75112, -0.00646, -1.11867)  0.484
H (-2.64230, 2.71302, 0.38350)  0.538
H (-1.96098, 2.30175, 1.97013)  0.506
H (-0.28965, 2.85026, -1.33458)  0.148
H (-1.52045, 4.07227, -0.96848)  0.527
H (1.46060, 4.54849, 0.42651)  0.071
H (1.74378, 3.79286, -4.15189)  0.334
H (4.13677, 4.01840, -1.66265)  0.343
H (0.58304, 1.03546, -0.10592)  0.534
H (0.07708, -0.56686, 0.34816)  -0.716
H (3.67322, 1.85730, 2.10323)  0.424
H (2.35856, 2.45534, 1.06450)  0.139
H (2.23586, 2.58032, 2.83659)  0.333
H (1.96407, -1.11772, 0.91514)  0.014
H (3.45651, -0.82792, 1.78598)  0.306
H (3.08730, 0.12688, 0.33814)  0.279

The calculation puts the total energy at -1855.51432 Eh. The value obtained for the max |F| is 0.56 eV/Å. The value obtained for the frontier orbital gap is 0.337 Ha. As for the net charge: 0. Its SMILES is COCCCCCCO[C@@](C)(COCPP(=O)(O)O)CC(=O)N(C)C.

---

(2)
Below is a 5-piece molecular cluster, C15H33NO8S3 overall at a distorted geometry, with properties calculated with the ωB97M-V functional and the def2-TZVPD basis.

Each line ends with the Mulliken charge.
Cartesian coordinates (Å):
C (4.02772, -0.23573, 0.36590)  -0.696
C (4.26772, 0.99727, -0.52510)  0.763
O (4.78072, 0.98127, -1.66510)  -0.488
N (3.42972, 2.21527, -0.12110)  0.394
H (2.52072, 1.93127, 0.00990)  -0.213
H (3.42272, 2.36327, 0.85690)  0.473
C (3.63272, 3.51027, -0.87410)  -0.938
H (4.52472, -1.06973, 0.02790)  0.518
H (3.22172, -0.38673, 0.68190)  -0.444
H (4.67372, -0.33973, 1.12390)  0.597
H (4.53772, 3.93827, -0.73110)  0.416
H (2.89772, 4.22627, -0.74210)  0.392
H (3.50272, 3.27527, -1.90610)  0.364
O (1.01072, 1.16427, 0.10690)  -1.166
H (0.19572, 0.95527, -0.11810)  0.057
C (-2.97428, 1.25027, 0.75390)  -0.872
C (-2.05028, 1.70527, 1.88590)  -0.359
C (-2.49428, 2.95927, 2.30490)  -0.720
S (-4.22128, 2.91927, 2.36490)  1.064
O (-4.71428, 4.21627, 1.71890)  -0.681
O (-4.78128, 2.60127, 3.62890)  -0.637
C (-4.48728, 1.59927, 1.18190)  -0.748
H (-2.93828, 0.23127, 0.37090)  0.299
H (-2.62128, 1.85127, -0.00610)  0.465
H (-1.04228, 1.48727, 1.69690)  0.526
H (-2.30328, 0.87127, 2.43590)  0.070
H (-2.16228, 3.66227, 1.43590)  0.286
H (-2.10528, 3.47227, 3.26290)  0.372
H (-5.20028, 1.81127, 0.40390)  0.477
H (-4.94328, 0.66527, 1.61490)  0.375
C (0.38972, 0.24927, -3.66110)  -0.703
C (1.36372, -0.67773, -4.54610)  -0.497
C (0.72672, -1.87573, -4.68110)  -0.766
S (0.16572, -2.29973, -3.11810)  1.272
O (1.23672, -3.02573, -2.48010)  -0.668
O (-1.23728, -2.78873, -3.23710)  -0.738
C (0.02572, -0.62273, -2.41710)  0.428
H (-0.42028, 0.31727, -4.29210)  0.510
H (0.94672, 1.25227, -3.26310)  0.088
H (2.34972, -0.77173, -4.10010)  0.308
H (1.41272, -0.25373, -5.62010)  0.267
H (1.44972, -2.70773, -5.06510)  0.309
H (-0.13628, -1.90773, -5.27110)  0.400
H (0.77772, -0.53273, -1.53010)  -0.319
H (-0.98428, -0.35573, -1.91410)  0.078
C (-0.11628, -1.77273, 1.48090)  1.198
C (-0.20228, -3.24673, 1.19590)  -0.733
C (-1.36128, -3.57473, 1.96590)  -0.763
S (-1.20528, -2.84573, 3.55090)  1.226
O (-0.40928, -3.68573, 4.39190)  -0.711
O (-2.46328, -2.50973, 4.07090)  -0.678
C (-0.19628, -1.50773, 3.05390)  -0.561
H (-0.96928, -1.33173, 0.90190)  -0.331
H (0.76472, -1.27773, 0.94190)  -0.706
H (0.55672, -3.66173, 1.70390)  0.447
H (-0.21828, -3.58673, 0.17690)  0.293
H (-1.61328, -4.66973, 2.06090)  0.453
H (-2.39828, -3.34973, 1.57890)  0.327
H (0.84272, -1.27773, 3.36690)  0.393
H (-0.68528, -0.52973, 3.20990)  0.230

The calculation puts the total energy at -2442.17920 Eh. The value obtained for the max |F| is 13.41 eV/Å. The value obtained for the frontier orbital gap is 0.293 Ha. As for the net charge: 0.

---

(3)
Below is one molecule with the formula C15H34BrOPSi, with properties calculated with the ωB97M-V functional and the def2-TZVPD basis.

Each line ends with the Mulliken charge.
Cartesian coordinates (Å):
C (0.81068, 2.59448, 0.07083)  -1.038
C (1.96318, 2.95500, 1.01273)  -0.313
C (3.32552, 3.09189, 0.32572)  -0.946
C (4.16565, 1.81393, 0.31030)  -0.618
C (3.83991, 0.82553, -0.82043)  -0.269
C (4.19346, -0.63843, -0.50139)  -0.965
C (3.25149, -1.69543, -1.10611)  -0.939
C (2.08336, -2.17205, -0.21675)  -0.760
C (1.30660, -1.14325, 0.62094)  0.811
C (0.44254, -1.84637, 1.68200)  -1.184
C (-0.82481, -2.52883, 1.12994)  -0.739
C (-2.14771, -1.72793, 1.17303)  -0.509
C (-2.84575, -1.57180, -0.18359)  -0.595
C (-4.35028, -1.27590, -0.09851)  -0.567
C (-4.93651, -0.89823, -1.47035)  -0.986
Si (-4.61434, 0.85740, -2.06830)  0.504
P (-4.21117, 2.49605, -0.51800)  0.042
O (-3.50816, 1.57976, 0.65787)  -0.277
Br (-6.33749, 2.45818, 0.23986)  -0.282
H (1.13567, 1.90306, -0.71106)  0.193
H (0.41828, 3.49149, -0.42401)  0.427
H (-0.02041, 2.12145, 0.59589)  0.182
H (2.04043, 2.20628, 1.81139)  0.245
H (1.71345, 3.90681, 1.49870)  0.380
H (3.90782, 3.86868, 0.83404)  0.364
H (3.16790, 3.44590, -0.70354)  0.367
H (4.05278, 1.30244, 1.27868)  0.306
H (5.22210, 2.09627, 0.23966)  0.399
H (2.79107, 0.90840, -1.12087)  -0.019
H (4.42851, 1.12186, -1.69963)  0.442
H (4.24557, -0.77138, 0.58778)  0.396
H (5.20314, -0.84271, -0.87365)  0.476
H (3.85776, -2.58043, -1.33419)  0.394
H (2.85775, -1.33776, -2.06821)  0.406
H (1.34737, -2.65876, -0.87215)  0.200
H (2.45630, -2.96800, 0.44445)  0.326
H (0.65665, -0.55711, -0.04489)  -0.024
H (1.98590, -0.43999, 1.11586)  -0.083
H (1.07072, -2.61267, 2.15518)  0.474
H (0.17048, -1.14150, 2.47630)  0.396
H (-0.62977, -2.84282, 0.09590)  0.302
H (-0.98483, -3.45675, 1.69185)  0.349
H (-2.84684, -2.25653, 1.83531)  0.385
H (-1.97577, -0.73140, 1.59743)  0.179
H (-2.75181, -2.52081, -0.73641)  0.483
H (-2.31492, -0.81873, -0.78551)  0.173
H (-4.56529, -0.51031, 0.64866)  0.301
H (-4.83692, -2.19745, 0.25238)  0.452
H (-6.01677, -1.07790, -1.51790)  0.429
H (-4.48355, -1.56976, -2.21605)  0.393
H (-5.81072, 1.41359, -2.73995)  -0.201
H (-3.51307, 0.92123, -3.05965)  -0.156
H (-3.58514, 2.01134, 1.50840)  0.294

The calculation puts the total energy at -3872.05257 Eh. The value obtained for the max |F| is 0.49 eV/Å. The value obtained for the frontier orbital gap is 0.336 Ha. As for the net charge: 0. Its SMILES is CCCCCCCCCCCCCCC[SiH2]P(O)Br.

---

(4)
Below is C15H34ClN4Nb as an isolated structure at a distorted geometry, with properties calculated with the ωB97M-V functional and the def2-TZVPD basis.

Each line ends with the Mulliken charge.
Cartesian coordinates (Å):
Nb (0.16336, -0.08258, -0.09472)  -0.141
N (-1.16853, 1.42153, 0.17524)  0.176
N (1.79413, 1.04977, 0.40137)  0.468
N (-1.08916, -1.09386, -1.37166)  0.950
N (1.01881, -0.44214, -1.90906)  0.545
H (-0.31870, 3.20980, -0.60140)  0.241
C (-0.78638, 2.81750, 0.31312)  -1.040
H (-0.08797, 2.97083, 1.14554)  0.180
H (-1.69969, 3.40526, 0.48539)  0.447
H (-3.14606, 2.05120, -0.07426)  0.447
C (-2.58822, 1.21920, 0.38036)  -1.185
H (-2.84643, 1.17120, 1.45038)  0.249
H (-2.93755, 0.29986, -0.09011)  0.215
C (2.33337, 2.14873, -0.38658)  -1.325
H (3.38855, 1.96624, -0.64879)  0.304
H (1.77789, 2.27828, -1.32497)  0.190
H (2.27151, 3.09124, 0.18553)  0.461
H (3.36649, 0.59460, 1.75260)  0.306
C (2.34104, 1.00768, 1.74348)  -1.167
H (2.37931, 2.01600, 2.19576)  0.343
H (1.73228, 0.36422, 2.38852)  0.268
C (-2.29363, -1.86165, -1.47552)  0.212
H (-3.04998, -1.20542, -1.94036)  0.202
C (-2.86289, -2.29259, -0.12546)  -1.731
H (-2.78074, -1.55163, 0.67704)  0.252
H (-3.93312, -2.48528, -0.27816)  0.445
H (-2.38306, -3.21201, 0.22504)  0.401
C (-2.12834, -3.08153, -2.36583)  -1.646
H (-3.06342, -3.64668, -2.31790)  0.480
H (-1.95618, -2.80274, -3.40600)  0.335
H (-1.31121, -3.71787, -2.01243)  0.270
H (3.30736, -1.21525, -4.29337)  0.567
C (2.27757, -1.20291, -3.92244)  -1.799
H (1.93025, -2.23961, -3.83739)  0.358
H (1.68936, -0.65090, -4.65878)  0.212
C (2.28783, -0.48504, -2.58326)  0.615
H (2.55709, 0.56290, -2.80559)  0.209
C (3.37656, -1.04425, -1.66385)  -1.345
H (2.98446, -1.37374, -0.69086)  0.111
H (3.83877, -1.91850, -2.13925)  0.520
H (4.14626, -0.28358, -1.49968)  0.233
H (0.11097, -2.16209, -2.74214)  0.541
C (-0.14352, -1.11790, -2.47054)  0.035
C (-1.02239, 1.79858, -2.92587)  -0.724
H (-1.81038, 1.43623, -2.26028)  0.131
H (-0.79536, 2.86591, -2.88256)  0.344
C (-0.45513, 0.97570, -3.81368)  -0.271
H (0.20645, 1.34524, -4.60950)  0.316
C (-0.67716, -0.49844, -3.78346)  -1.164
H (-1.73736, -0.77455, -3.87605)  0.531
H (-0.13323, -0.98315, -4.60033)  0.491
Cl (0.35992, -3.16791, 0.51378)  -0.207
C (0.25534, -1.62219, 1.36830)  -0.741
H (-0.67177, -1.58785, 1.95787)  0.436
H (1.14413, -1.54618, 2.00956)  0.446

The calculation puts the total energy at -1328.03400 Eh. The value obtained for the max |F| is 3.05 eV/Å. The value obtained for the frontier orbital gap (spin up / spin down) is 0.287 / 0.287 Ha. As for the net charge: 0.

---

- Which formula does entry 4 have?
  C15H34ClN4Nb

---

- Which formula does entry 4 have?
  C15H34ClN4Nb

---

- Which formula does entry 4 have?
  C15H34ClN4Nb